Entry from the OMol25 dataset: C32H24BrF5InN2O5S4 as an isolated structure in a non-equilibrium geometry (ωB97M-V/def2-TZVPD).

```
! RIJCOSX wB97M-V def2-TZVPD def2/J DEFGRID3
* xyz -1 1
F 12.3087 -2.2127 17.5226
H 12.3719 -7.5051 14.5282
H 10.9723 -10.0039 16.2483
H 11.4498 -4.4800 21.5915
C 8.1875 -1.7162 12.0511
H 12.1508 1.9630 16.5302
C 8.6534 -2.7347 20.7678
C 4.6749 -4.5981 18.3232
C 10.3502 -8.3055 14.9915
In 9.5984 -1.8246 15.5495
C 11.6017 -8.1154 14.0820
H 7.9203 -1.9957 21.0154
S 6.8874 -5.0715 17.0300
S 10.1423 -4.4507 19.4438
C 13.9949 -2.2917 14.2895
C 12.9885 -2.5174 15.2392
C 10.5136 0.6364 16.4307
H 9.6448 -3.0748 22.7469
H 4.7704 -6.3857 16.9957
C 11.0916 2.0191 16.2671
H 3.6270 -4.5859 18.5842
O 10.4673 0.0936 17.5255
O 6.1401 -2.1934 13.0437
H 6.5080 -2.0685 10.7534
C 9.6534 -3.2790 21.6891
H 5.6098 1.3859 17.9499
H 5.5330 -2.9301 19.5464
O 7.9076 -2.1019 14.3851
C 8.3637 -1.5595 9.6750
F 14.3791 -0.4126 17.8949
C 5.2288 -5.4941 17.3962
H 11.4552 -8.4751 16.8264
C 9.8913 -6.9109 15.2520
F 16.3751 -0.2261 16.2260
C 5.6228 -3.6206 18.6983
O 8.9703 -3.0795 17.1318
F 16.1030 -1.3704 13.6481
C 14.2340 -1.0790 16.7519
C 8.8190 -3.2252 19.4773
S 11.5675 -3.3624 14.8243
C 7.5716 0.8344 18.7918
C 6.8594 -3.7114 18.0785
H 10.5725 2.6989 16.9222
C 15.1090 -1.4582 14.5884
C 7.3325 -2.0304 13.2387
N 9.5202 -1.4907 12.1781
C 7.5775 -1.8631 10.7767
H 8.3875 -9.2008 14.7933
C 10.1778 -1.1256 11.1317
C 15.2751 -0.8722 15.8416
H 12.0410 -9.1057 13.9094
C 10.6242 -8.9730 16.3387
H 8.9974 -8.3046 13.3265
H 9.8037 -8.9053 17.0233
C 7.6069 -1.3976 18.2951
C 13.1392 -1.9020 16.5115
S 6.1453 -0.9065 17.4945
F 13.8902 -2.7502 13.0236
Br 11.9820 -0.5190 11.4744
H 7.9421 1.7349 19.2591
H 9.0097 -0.5626 19.7095
H 11.3501 -7.6854 13.0543
O 10.0401 0.1718 15.3106
H 10.2709 -0.7654 8.9074
C 6.4131 0.7046 18.0896
H 7.9357 -1.7329 8.6666
C 10.5550 -4.1440 21.0635
H 9.6139 -9.9681 13.7104
C 9.2760 -8.9955 14.1654
N 9.4406 -5.8221 15.2131
C 8.0756 -2.8128 18.1876
C 8.2592 -0.4012 18.9342
H 11.0722 2.3547 15.2294
C 9.6940 -1.1079 9.7996
*
```

HOMO level	-5.45	eV
energy above the lowest of the compared OMol25 structures with the same formula, charge and spin	29.9	kJ/mol
energy	-178937.549	eV